# 1
55
Properties=species:S:1:pos:R:3:mulliken_charge:R:1 method="wB97M-V/def2-TZVPD" e_homo_ev=-7.44 homo_lumo_gap_ha=0.295 e_lumo_ev=0.6
C 2.27 3.06 -0.43 -1.913
C 2.33 1.71 0.14 0.735
C 1.35 1.29 0.92 -0.021
N 1.61 -0.10 1.32 -0.010
C 2.79 -0.56 0.66 0.005
C 3.48 -1.62 0.97 -1.189
C 4.66 -1.70 0.43 -0.405
C 5.15 -0.45 -0.61 0.263
C 4.37 0.71 -0.70 -0.744
C 3.24 0.68 0.04 0.777
H 4.72 1.71 -1.17 0.269
Cl 6.60 -0.48 -1.39 -0.223
H 5.40 -2.62 0.21 0.204
H 3.22 -2.29 1.54 0.816
H 0.97 -0.68 1.78 0.287
C -0.19 1.72 1.51 -1.395
N -1.17 0.71 1.01 0.174
C -2.51 1.17 1.65 -1.762
C -3.42 0.30 1.11 -0.167
N -3.67 0.17 -0.15 0.447
C -4.81 -0.70 -0.80 -1.418
H -4.99 -1.51 0.06 0.167
C -6.09 0.21 -0.62 -0.108
C -7.30 -0.75 -0.94 -1.096
H -8.18 -0.08 -1.33 0.304
H -6.99 -1.13 -2.14 0.208
H -7.31 -1.85 -0.47 0.314
C -5.94 1.49 -1.60 -1.134
H -6.95 1.91 -1.37 0.427
H -5.08 1.88 -1.20 0.355
H -5.84 1.14 -2.65 0.209
H -6.30 0.40 0.23 0.875
H -4.55 -0.96 -1.72 0.877
C -2.42 -0.27 -0.97 -1.825
C -1.38 0.81 -0.48 -1.000
H -0.34 0.84 -0.89 0.485
H -1.63 1.88 -1.01 0.292
H -2.59 0.10 -1.75 1.898
C -1.85 -1.55 -0.92 -0.777
H -2.70 -2.13 -1.27 0.366
H -0.90 -1.67 -1.45 0.517
C -1.52 -2.09 0.65 0.063
O -2.51 -2.83 1.18 -0.503
H -2.85 -3.63 0.64 0.420
H -1.12 -1.29 0.97 -0.148
H -0.42 -2.95 0.22 0.118
H -4.40 0.40 1.62 0.403
H -3.14 -0.93 1.66 -0.001
H -2.33 1.33 2.55 0.960
H -2.93 2.29 1.28 0.229
H -0.11 1.84 2.43 0.838
H -0.22 2.82 0.95 0.260
H 1.46 3.64 -0.52 0.538
H 2.52 2.86 -1.47 0.409
H 3.12 3.61 0.05 0.328

# 2
54
Properties=species:S:1:pos:R:3:mulliken_charge:R:1 method="wB97M-V/def2-TZVPD" e_homo_ev="-14.68 / -15.70" spin_multiplicity=4 charge=+2 homo_lumo_gap_ha="0.289 / 0.222" e_lumo_ev="-6.8 / -9.7"
C 1.04 3.62 -4.86 0.977
C 0.51 5.00 -4.48 -1.410
C 2.53 3.71 -5.23 -1.408
C 0.25 3.06 -6.05 -1.386
Cl 0.85 2.49 -3.44 -0.175
H 2.66 4.38 -6.09 0.377
H 2.93 2.73 -5.50 0.379
H 3.11 4.12 -4.39 0.380
H 0.62 5.69 -5.33 0.382
H 1.06 5.41 -3.63 0.373
H -0.55 4.95 -4.21 0.379
H 0.36 3.72 -6.92 0.374
H -0.82 2.98 -5.81 0.376
H 0.61 2.06 -6.33 0.373
C 1.39 0.79 2.00 -0.042
C 2.29 0.54 0.90 -0.476
C 1.77 1.23 -0.25 -0.847
H 3.24 0.01 0.96 0.503
C 0.48 1.78 0.09 -0.162
C 0.26 1.51 1.49 -0.541
H -0.61 1.84 2.06 0.506
H 1.55 0.53 3.04 0.571
H 2.31 1.43 -1.16 0.857
H -0.17 2.34 -0.58 0.521
C -0.74 -1.87 -1.18 -0.612
C 0.44 -2.53 -0.68 -0.149
C 1.59 -1.75 -1.06 -0.461
H 0.46 -3.48 -0.14 0.554
C 1.11 -0.65 -1.86 -0.894
C -0.33 -0.68 -1.88 -0.043
H -0.97 0.04 -2.37 0.529
H -1.77 -2.21 -1.07 0.507
H 2.62 -1.99 -0.84 0.528
H 1.72 0.03 -2.44 0.898
Tc 0.45 -0.36 0.13 -0.028
O -1.21 -0.90 1.62 -0.720
C -1.20 -1.69 2.61 0.513
C -1.13 -1.15 4.02 -0.397
C -2.33 -1.53 4.90 -0.774
C -2.21 -2.93 5.51 -0.688
C -2.30 -4.05 4.48 -0.646
C -1.16 -4.05 3.45 -0.759
N -1.28 -3.01 2.42 0.011
H -0.21 -1.54 4.49 0.458
H -1.06 -0.07 3.92 0.168
H -2.39 -0.79 5.71 0.384
H -3.27 -1.44 4.33 0.344
H -1.27 -3.01 6.07 0.297
H -3.03 -3.06 6.23 0.339
H -2.23 -5.01 5.00 0.352
H -3.27 -4.03 3.97 0.313
H -0.21 -3.92 3.98 0.337
H -1.12 -5.01 2.93 0.454
H -1.34 -3.30 1.44 0.303

# 3
73
Properties=species:S:1:pos:R:3:mulliken_charge:R:1 method="wB97M-V/def2-TZVPD" e_homo_ev="-12.67 / -13.47" spin_multiplicity=6 charge=+1 e_above_lowest_kj_mol=0.0 homo_lumo_gap_ha="0.402 / 0.432" e_lumo_ev="-1.7 / -1.7"
Mn -0.19 0.90 0.23 3.495
P -0.38 3.25 2.06 1.529
F -0.71 4.79 1.86 -0.370
F -1.66 3.07 2.98 -0.416
F -1.35 2.85 0.73 -0.569
F -0.05 1.63 2.20 -0.653
F 0.82 3.35 0.97 -0.458
F 0.60 3.53 3.26 -0.376
C 6.02 0.33 1.98 -1.417
C 5.03 -0.59 1.31 0.317
C 3.98 -1.23 2.23 -0.523
O 2.74 -0.68 1.80 -0.166
C 2.93 0.08 0.72 0.322
O 2.05 0.68 0.17 -0.277
O 4.20 0.16 0.37 -0.321
H 6.79 0.63 1.27 0.378
H 6.44 -0.16 2.85 0.386
H 5.52 1.21 2.39 0.353
H 5.52 -1.37 0.72 0.321
H 4.15 -0.93 3.27 0.356
H 3.97 -2.32 2.17 0.268
C 2.84 5.17 -3.75 -1.419
C 2.09 3.87 -3.86 0.413
C 2.96 2.61 -3.74 -0.540
O 2.19 1.74 -2.92 -0.303
C 1.21 2.44 -2.33 0.251
O 0.42 1.97 -1.56 -0.679
O 1.22 3.72 -2.70 -0.323
H 3.75 5.18 -4.35 0.368
H 3.13 5.28 -2.71 0.364
H 2.23 6.01 -4.08 0.357
H 1.45 3.78 -4.73 0.329
H 3.92 2.82 -3.26 0.316
H 3.20 2.18 -4.71 0.334
C -5.02 3.08 2.31 -1.316
C -5.04 1.59 2.10 0.444
C -5.71 1.03 0.86 -0.531
O -4.62 0.92 -0.08 -0.350
C -3.49 0.84 0.63 0.236
O -2.43 0.56 0.13 -0.672
O -3.68 1.12 1.90 -0.224
H -5.87 3.42 2.90 0.430
H -5.04 3.62 1.35 0.331
H -4.08 3.44 2.71 0.198
H -5.42 1.14 3.01 0.354
H -6.54 1.61 0.48 0.356
H -6.04 0.00 1.03 0.293
C -0.92 -3.23 -4.81 -1.463
C -1.62 -2.71 -3.59 0.366
C -1.56 -3.64 -2.34 -0.457
O -0.73 -2.93 -1.43 -0.255
C -0.53 -1.68 -1.87 0.339
O -0.01 -0.83 -1.21 -0.449
O -0.99 -1.50 -3.10 -0.310
H -1.51 -4.08 -5.17 0.400
H 0.10 -3.58 -4.62 0.332
H -0.88 -2.53 -5.65 0.377
H -2.65 -2.46 -3.84 0.285
H -1.09 -4.57 -2.65 0.353
H -2.55 -3.74 -1.92 0.306
C -1.52 -5.30 2.03 -1.150
C -1.15 -4.05 2.80 0.496
C 0.35 -3.81 3.08 -0.746
O 0.64 -2.57 2.45 -0.247
C -0.48 -2.01 2.01 0.261
O -0.58 -0.92 1.53 -0.189
O -1.51 -2.87 2.06 -0.275
H -1.59 -5.05 0.97 0.150
H -2.43 -5.78 2.39 0.330
H -0.74 -6.06 2.10 0.367
H -1.68 -4.05 3.76 0.287
H 1.03 -4.58 2.73 0.370
H 0.51 -3.75 4.16 0.322